C78H57Cl4CoFGeO3P3Si | ωB97M-V with the def2-TZVPD basis set

## Properties
**Charge**: -1
**2S+1**: 2
**Energy**: -270653.63561 eV
**⟨S²⟩**: 1.03
**Kohn-Sham gap (spin up / spin down)**: 0.2215 / 0.2496 Ha
**Molecular weight**: 1455.67 g/mol

The geometry in XYZ format:
```
149
Properties=species:S:1:pos:R:3:forces:R:3
Co 0.15685 0.45775 0.25815 0.1758 -0.1175 -1.3216
F 0.67310 0.55893 5.73181 -0.0086 -0.0850 -0.3455
Ge 0.60634 0.38482 3.91246 0.2921 0.0655 1.2127
C -0.87730 -0.94399 4.00813 0.4437 0.5501 -0.6659
C -1.22648 -1.32077 5.30864 -0.0401 0.0178 0.2925
C -2.18887 -2.28619 5.53301 0.0058 -0.0422 -0.0490
C -2.82233 -2.88175 4.44991 0.0415 -0.0147 0.0115
C -2.45936 -2.51682 3.16997 -0.0203 0.0153 0.0075
C -1.47559 -1.55009 2.91086 0.0683 0.0146 0.0569
P -1.09304 -1.28217 1.05165 -0.4182 -0.1231 0.1932
C -0.04905 -2.84807 0.97629 0.1977 0.1578 -0.0229
C 0.11051 -3.74585 2.03756 -0.0646 0.1050 -0.0132
C 0.93022 -4.86157 1.92766 0.0222 -0.1064 -0.0165
C 1.60901 -5.12643 0.75062 -0.0893 0.0039 -0.0077
C 1.50767 -4.21997 -0.29156 -0.0097 -0.0295 -0.0426
C 0.73276 -3.08144 -0.16183 0.0574 -0.1698 -0.0035
C -2.93397 -0.98645 0.85607 0.1498 0.2454 -0.1143
C -3.34811 0.12032 1.59706 -0.0162 -0.1196 -0.0550
C -4.65667 0.56780 1.56573 -0.0125 -0.0070 0.0451
C -5.59329 -0.09196 0.78443 -0.0324 -0.0161 0.0178
C -5.20197 -1.20191 0.05617 -0.0807 -0.1222 0.0411
C -3.88595 -1.64122 0.08750 0.1649 -0.1324 0.0851
C 0.73682 2.38847 3.70006 -0.3224 -0.6398 -0.3909
C 1.41283 2.95531 4.78440 0.1443 -0.0744 0.1779
C 1.50424 4.32540 4.94219 0.0049 0.0183 -0.0258
C 0.90174 5.15931 4.01199 0.0125 0.0131 -0.0416
C 0.30238 4.60730 2.89669 -0.0003 -0.0176 0.0323
C 0.23180 3.22274 2.70308 0.0225 0.0626 -0.0505
P -0.50522 2.58813 1.11626 0.2447 0.6072 0.6043
C 0.06150 3.93702 -0.01149 -0.0618 -0.0780 -0.1321
C -0.66601 5.10169 -0.25876 -0.0394 -0.0435 0.0258
C -0.18912 6.06258 -1.13619 -0.0339 0.0661 -0.0629
C 1.00662 5.86894 -1.81173 0.0456 -0.0509 0.0120
C 1.73070 4.70978 -1.58780 0.0208 0.1069 -0.0499
C 1.26370 3.76058 -0.69134 0.0431 -0.0210 0.1512
C -2.24213 3.09726 1.46539 -0.1272 -0.1187 0.0225
C -3.14544 3.28199 0.42096 0.0134 -0.0096 -0.0084
C -4.41148 3.79317 0.65933 0.0128 0.0987 0.0057
C -4.80936 4.10350 1.95108 -0.0416 -0.0194 0.0267
C -3.94992 3.84232 3.00793 -0.0439 0.0098 0.0302
C -2.67925 3.33666 2.77023 0.0155 0.0412 -0.0959
C 2.46174 -0.30962 3.79989 -0.4161 0.0783 -0.5488
C 3.07588 -0.71566 4.98586 -0.1132 -0.0297 0.1518
C 4.43680 -0.95432 5.03442 -0.0091 0.0284 0.0214
C 5.21752 -0.72746 3.90679 0.0223 0.0042 -0.0137
C 4.61417 -0.35802 2.72126 0.0021 0.1075 0.0309
C 3.22679 -0.19792 2.64197 -0.1808 -0.0651 0.0852
P 2.48437 0.07321 0.97075 0.4222 -0.2600 0.1829
C 3.30084 -1.33419 0.10631 -0.0081 -0.0525 -0.0807
C 3.81010 -2.43041 0.80517 0.0802 0.1258 0.0075
C 4.52516 -3.41726 0.14618 0.0748 -0.0137 0.0248
C 4.72073 -3.34800 -1.22475 0.0118 -0.0192 0.0064
C 4.14099 -2.31224 -1.94035 0.0420 0.0408 -0.0464
C 3.42680 -1.32185 -1.28221 -0.0394 -0.0322 -0.0087
C 3.53964 1.52704 0.56121 -0.0718 0.1449 0.0329
C 4.35777 1.66525 -0.55280 -0.1123 -0.1526 0.0394
C 5.07112 2.83988 -0.75464 0.0551 0.0416 -0.0940
C 4.97667 3.89110 0.14256 -0.0277 -0.0065 0.0604
C 4.17697 3.75480 1.26933 0.0284 0.0133 -0.0176
C 3.47595 2.58104 1.47570 0.0425 -0.0487 -0.0194
H -0.74080 -0.85559 6.15336 -0.0422 0.0016 -0.0571
H -2.43514 -2.57681 6.54667 -0.0383 0.0410 0.0060
H -3.58867 -3.63159 4.60520 0.0142 -0.0199 -0.0193
H -2.94253 -3.00992 2.33455 -0.0470 0.0098 -0.0160
H -0.41329 -3.60924 2.96805 0.0123 0.0143 0.0361
H 1.01911 -5.53218 2.77414 -0.0186 -0.0103 -0.0074
H 2.22241 -6.01405 0.65406 0.0008 -0.0045 -0.0013
H 2.04991 -4.37737 -1.21576 0.0171 0.0299 0.0269
H 0.73085 -2.37156 -0.97334 0.0711 -0.0644 0.0650
H -2.62570 0.64186 2.21059 -0.0536 -0.0157 0.0548
H -4.93889 1.43431 2.14945 0.0309 -0.0203 -0.0260
H -6.61714 0.25882 0.74123 -0.0050 -0.0096 0.0153
H -5.91920 -1.73412 -0.55700 0.0144 0.0203 -0.0214
H -3.62853 -2.50145 -0.50669 0.1846 -0.1836 -0.1471
H 1.86288 2.30965 5.52539 -0.0543 0.0658 0.0149
H 2.02615 4.73535 5.79783 0.0006 -0.0011 0.0052
H 0.90233 6.23400 4.14740 0.0625 0.0021 -0.0241
H -0.14084 5.26372 2.16312 0.0289 0.0514 -0.0567
H -1.62334 5.26380 0.21650 -0.0045 0.0116 0.0584
H -0.76443 6.96406 -1.30920 -0.0445 -0.0311 0.0052
H 1.36542 6.60700 -2.51817 -0.0208 0.0116 -0.0008
H 2.65437 4.53356 -2.12555 0.0049 -0.0582 0.0322
H 1.84167 2.86476 -0.52810 -0.0242 -0.0278 -0.0920
H -2.83724 3.02774 -0.58067 0.0069 -0.0106 -0.0391
H -5.08642 3.95458 -0.17253 0.0107 -0.0187 -0.0147
H -5.79214 4.51811 2.14003 -0.0037 -0.0014 -0.0113
H -4.26189 4.04311 4.02569 0.0050 -0.0183 0.0014
H -2.03440 3.14131 3.61587 0.0670 0.0527 0.0105
H 2.47208 -0.82656 5.87708 0.0522 0.0266 0.0032
H 4.89263 -1.28744 5.95864 0.0138 0.0241 0.0054
H 6.29265 -0.84946 3.95030 -0.0012 -0.0197 -0.0083
H 5.21744 -0.19591 1.83688 0.0278 -0.0494 -0.0085
H 3.65630 -2.52669 1.87037 0.0043 -0.0040 0.0126
H 4.92997 -4.24746 0.71228 -0.0288 -0.0091 0.0091
H 5.30178 -4.10789 -1.73302 -0.0163 -0.0193 -0.0044
H 4.24700 -2.25181 -3.01685 -0.0465 -0.0375 0.0204
H 2.95322 -0.53821 -1.85162 -0.0165 -0.0200 0.0135
H 4.44008 0.86300 -1.27049 0.0066 0.0717 0.0048
H 5.69770 2.93354 -1.63333 -0.0157 -0.0136 -0.0090
H 5.51946 4.81160 -0.03185 0.0136 -0.0084 -0.0150
H 4.08524 4.56166 1.98584 0.0123 0.0014 -0.0073
H 2.86941 2.48455 2.36310 -0.0781 0.0190 0.0824
Cl -1.09558 3.89568 -5.69073 -0.0358 0.0372 -0.0027
C -0.39037 2.94424 -4.43068 0.1496 -0.1544 -0.0518
C 0.88967 2.43666 -4.58755 -0.1374 0.2164 0.1426
Cl 1.78889 2.78064 -6.02444 0.0733 0.0246 -0.0767
C 1.45972 1.67825 -3.56199 0.3100 0.8222 0.6560
Cl 3.09912 1.14070 -3.72266 0.5896 0.7144 0.6129
C 0.75978 1.37924 -2.39313 -0.0780 0.8878 0.0304
O 1.25781 0.69607 -1.39741 0.0943 -0.0074 0.6079
C -0.57018 1.89988 -2.22571 0.2069 -0.1444 0.0027
O -1.16448 1.64086 -1.10184 -0.2699 -0.2171 0.1326
C -1.10069 2.68948 -3.25331 0.0848 -0.0543 -0.0282
Cl -2.65349 3.42264 -3.05298 -0.1303 -0.0398 0.1123
O -1.10284 -1.35496 -0.92232 -0.0570 0.2428 0.7064
Si -1.40987 -2.11386 -2.29903 0.0111 -0.1213 -0.8150
C 0.07098 -2.02185 -3.48601 -0.1185 -0.1186 0.0746
C 0.84821 -3.13271 -3.82102 0.0152 -0.0183 0.0680
C 1.91410 -3.02822 -4.70443 0.0502 0.0294 -0.0077
C 2.23383 -1.79728 -5.26076 -0.1210 -0.1382 -0.0215
C 1.47068 -0.68112 -4.94701 -0.3307 -0.4325 -0.5997
C 0.39822 -0.79781 -4.07601 -0.4593 -0.4685 -0.2580
C -1.78474 -3.99601 -2.18701 -0.0198 0.2055 0.2043
C -1.84300 -4.68227 -0.97304 -0.2006 0.0984 0.0099
C -2.08404 -6.04631 -0.90167 -0.0218 -0.1232 -0.0175
C -2.27870 -6.77723 -2.06406 0.0006 0.0643 0.0775
C -2.23319 -6.12305 -3.28626 0.0004 -0.0624 -0.0899
C -1.98516 -4.75946 -3.34109 -0.0129 0.1166 -0.1121
C -2.84004 -1.25656 -3.18956 0.1477 -0.0459 0.1033
C -3.48512 -0.15900 -2.61901 0.0818 -0.0063 0.0541
C -4.52089 0.48281 -3.28343 -0.0586 0.0035 -0.0761
C -4.92894 0.04412 -4.53455 -0.0169 0.0168 0.0688
C -4.28462 -1.03271 -5.12717 -0.0099 -0.0586 -0.0623
C -3.25133 -1.67043 -4.45822 -0.0102 -0.0344 -0.0249
H 0.60934 -4.10127 -3.39788 0.0241 -0.0320 0.0318
H 2.49130 -3.90857 -4.96380 0.0269 -0.0077 0.0290
H 3.07086 -1.71252 -5.94381 0.0001 0.0357 -0.0300
H 1.71173 0.27784 -5.39097 -0.2666 -0.5999 -0.2505
H -0.20255 0.07688 -3.84637 -0.1289 -0.5058 -0.3913
H -1.68991 -4.13589 -0.05646 -0.0723 -0.0477 0.0933
H -2.11286 -6.54056 0.06267 0.0055 0.0314 0.0007
H -2.46286 -7.84353 -2.01638 -0.0060 -0.0045 -0.0160
H -2.38645 -6.68032 -4.20313 0.0146 0.0183 -0.0075
H -1.93132 -4.28405 -4.31361 0.0192 -0.0486 0.0063
H -3.16528 0.19587 -1.64502 0.0303 0.0744 -0.1222
H -5.00256 1.33759 -2.82789 -0.0239 0.0290 0.0450
H -5.74400 0.54043 -5.04787 0.0260 0.0264 -0.0142
H -4.58451 -1.37173 -6.11213 0.0011 -0.0027 0.0091
H -2.75306 -2.50586 -4.93793 -0.0186 0.0749 -0.0502
```
Forces are in eV/Å.